(1)
The following is a quantum chemistry calculation of a single C5H10N2O molecule, from the OMol25 dataset.

Summary:
max |F| = 0.0520 hartree/bohr
electronic energy = -10372.960 eV
total charge = 0
ΔE to the lowest compared entry with this formula, charge and spin = 226.2 kJ/mol
structure (SMILES) = [H]/N=C(\OC)N1CCC1

Cartesian coordinates (Å):
C 2.86 -0.57 0.15
C 0.75 0.51 -0.17
C -1.27 -1.08 -0.07
C -2.64 -0.32 0.02
C -1.78 0.97 0.06
H 3.31 -1.61 0.22
H 2.89 -0.07 1.14
H 3.44 -0.01 -0.65
H 2.16 1.85 -0.05
H -1.11 -1.70 -0.94
H -0.92 -1.55 0.82
H -3.28 -0.50 0.85
H -3.07 -0.41 -0.95
H -1.81 1.77 -0.66
H -1.62 1.38 1.06
N 1.17 1.69 -0.09
N -0.60 0.23 -0.41
O 1.53 -0.59 -0.33

Here are the Mulliken charges for atoms 1 to 6, given in e: -0.787, 0.565, -0.548, -0.481, -0.541, 0.202

=====

(2)
The following is a quantum chemistry calculation of 2 unconnected molecules or ions with the total composition C5H10N2O, from the OMol25 dataset.

Summary:
max |F| = 0.1013 hartree/bohr
electronic energy = -10373.468 eV
total charge = 0
ΔE to the lowest compared entry with this formula, charge and spin = 177.3 kJ/mol
structure (SMILES) = CCc1cnc[nH]1.O

Cartesian coordinates (Å):
C -2.80 0.29 -0.60
C -1.46 0.99 -0.88
C -0.31 0.16 -0.56
C 0.88 0.55 0.06
N 1.84 -0.41 -0.18
C 1.30 -1.39 -0.85
N -0.07 -1.13 -1.11
H -3.12 0.18 0.48
H -2.84 -0.67 -0.91
H -3.74 0.68 -0.99
H -1.45 1.30 -2.01
H -1.76 2.00 -0.41
H 1.27 1.43 0.66
H 1.77 -2.23 -1.16
H -0.69 -1.75 -1.58
H 1.05 -0.10 2.65
H 2.02 0.96 3.19
O 1.17 0.67 3.27

Here are the Mulliken charges for atoms 1 to 6, given in e: -1.287, -0.190, 0.332, -0.600, -0.556, -0.193

=====

(3)
The following is a quantum chemistry calculation of a single C5H10N2O molecule, from the OMol25 dataset.

Summary:
max |F| = 0.1032 hartree/bohr
electronic energy = -10370.497 eV
total charge = 0
ΔE to the lowest compared entry with this formula, charge and spin = 463.9 kJ/mol
structure (SMILES) = C=NCC(=C)N(C)O

Cartesian coordinates (Å):
C -0.68 1.12 -0.03
C 2.45 -0.74 -0.32
N 1.52 0.33 -0.07
C -0.03 -0.16 0.08
C -3.18 0.68 -0.31
C -0.44 -1.41 0.04
O 1.95 1.12 1.02
N -2.22 0.94 0.44
H 2.01 0.56 1.81
H -0.31 1.87 0.68
H -0.68 1.51 -1.06
H 2.20 -1.20 -1.27
H 2.44 -1.51 0.47
H 3.46 -0.32 -0.38
H -3.08 0.40 -1.37
H -4.19 0.69 0.08
H -1.49 -1.64 0.12
H 0.25 -2.24 0.06

Here are the Mulliken charges for atoms 1 to 6, given in e: -0.189, -0.970, -0.032, 0.371, -0.287, -0.964

=====

(4)
The following is a quantum chemistry calculation of a molecular structure, C5H10N2O, from the OMol25 dataset.

Summary:
max |F| = 0.1427 hartree/bohr
electronic energy = -10367.816 eV
total charge = 0
ΔE to the lowest compared entry with this formula, charge and spin = 722.6 kJ/mol

Cartesian coordinates (Å):
C 0.09 -0.22 0.14
C 0.92 0.61 -0.87
C 2.02 0.97 0.32
C 0.86 0.58 1.34
C -1.37 -0.18 -0.28
H -0.29 -1.99 0.77
H 0.13 -2.14 -0.72
H 0.54 1.75 -1.36
H 1.31 -0.22 -1.46
H 3.17 0.47 0.50
H 2.31 2.07 0.07
H 0.50 1.63 1.72
H 1.20 -0.05 2.24
H -1.69 0.78 -1.21
H -4.15 -1.03 -0.92
N 0.47 -1.64 0.18
N -2.43 -1.04 0.11
O -3.58 -0.33 -0.56

Here are the Mulliken charges for atoms 1 to 6, given in e: 1.500, -0.980, -0.567, -0.732, -0.517, 0.359

=====

(5)
The following is a quantum chemistry calculation of a single C5H10N2O2 molecule, from the OMol25 dataset.

Summary:
max |F| = 0.0304 hartree/bohr
electronic energy = -12421.061 eV
total charge = 0
ΔE to the lowest compared entry with this formula, charge and spin = 232.7 kJ/mol
structure (SMILES) = C/C(=N\N(C)C)C(=O)O

Cartesian coordinates (Å):
C -1.97 -0.23 -0.04
C -1.50 2.09 -0.32
C 0.56 -1.79 0.49
N -0.97 0.81 0.17
C 2.52 -0.36 -0.25
C 1.02 -0.44 0.04
O 3.16 0.43 0.62
N 0.35 0.66 -0.13
O 3.08 -0.99 -1.12
H 4.09 0.44 0.32
H -1.87 -1.04 0.69
H -2.99 0.16 0.12
H -0.78 2.90 -0.15
H -1.71 2.05 -1.40
H -2.42 2.37 0.21
H -1.93 -0.64 -1.06
H 1.41 -2.48 0.57
H -0.13 -2.21 -0.24
H 0.09 -1.72 1.47

Here are the Mulliken charges for atoms 1 to 6, given in e: -0.943, -0.851, -1.372, 0.215, 0.249, 0.944

=====

(6)
The following is a quantum chemistry calculation of a molecular structure, C5H10N2O2, from the OMol25 dataset.

Summary:
max |F| = 0.0434 hartree/bohr
electronic energy = -12417.689 eV
total charge = 0
ΔE to the lowest compared entry with this formula, charge and spin = 558.1 kJ/mol

Cartesian coordinates (Å):
C 0.96 -0.36 -0.76
C -1.68 -1.27 -1.49
N 0.28 0.90 -0.53
C -0.05 -0.86 0.21
N 1.21 1.97 -0.60
C 0.01 0.93 1.64
C 0.18 -0.67 1.64
O -1.24 -1.32 -0.11
O 0.88 1.62 2.15
H 0.66 2.82 -0.65
H 1.74 2.02 0.28
H -1.06 1.20 1.59
H 1.98 -0.42 -0.37
H 0.89 -0.75 -1.78
H -1.16 -2.03 -2.08
H -2.74 -1.48 -1.46
H -1.50 -0.27 -1.89
H -0.57 -1.16 2.25
H 1.20 -0.88 1.96

Here are the Mulliken charges for atoms 1 to 6, given in e: -0.616, -0.766, -0.214, 0.895, -0.766, 0.198

=====

(7)
The following is a quantum chemistry calculation of 2 unconnected molecules or ions with the total composition C5H10N2O2, from the OMol25 dataset.

Summary:
max |F| = 0.0566 hartree/bohr
electronic energy = -12419.958 eV
total charge = 0
ΔE to the lowest compared entry with this formula, charge and spin = 339.1 kJ/mol
structure (SMILES) = CNC(=O)O.CC=C=N

Cartesian coordinates (Å):
C 1.21 1.37 0.70
C -2.24 -0.63 -0.39
C 1.84 0.36 1.61
N -0.83 -0.59 -0.01
C 0.17 -1.29 -0.73
C 0.08 1.35 -0.04
O -0.18 -1.41 -2.04
N -0.66 1.93 -0.84
O 1.03 -1.96 -0.21
H 0.50 -1.96 -2.47
H -0.65 -0.61 0.98
H 1.57 2.37 0.91
H -0.22 2.60 -1.47
H -2.85 -0.36 0.47
H -2.43 0.11 -1.17
H -2.48 -1.60 -0.82
H 2.71 0.80 2.12
H 1.16 -0.02 2.37
H 2.27 -0.47 1.04

Here are the Mulliken charges for atoms 1 to 6, given in e: -0.331, -0.946, -1.044, -0.148, 0.480, 0.661

=====

(8)
The following is a quantum chemistry calculation of a single C5H10N2O2 molecule, from the OMol25 dataset.

Summary:
max |F| = 0.0863 hartree/bohr
electronic energy = -12419.000 eV
total charge = 0
ΔE to the lowest compared entry with this formula, charge and spin = 431.5 kJ/mol
structure (SMILES) = C/C=C(/O)N(N)C(C)=O

Cartesian coordinates (Å):
C 2.08 0.58 -0.24
C -0.86 1.37 1.55
N 0.02 -0.85 -0.29
C -1.27 -0.43 -0.22
C 0.76 0.30 -0.91
N 0.33 -2.19 -0.06
C -1.43 0.86 0.25
O -2.21 -1.07 -0.93
O 0.56 0.56 -2.10
H -1.70 -1.71 -1.48
H 1.29 -2.49 -0.23
H -0.23 -2.75 -0.71
H -2.39 1.30 -0.01
H 2.31 1.64 -0.37
H 2.87 0.01 -0.74
H 2.06 0.32 0.82
H -0.06 0.74 1.94
H -1.64 1.40 2.32
H -0.49 2.39 1.40

Here are the Mulliken charges for atoms 1 to 6, given in e: -1.131, -0.969, 0.402, 0.312, 0.573, -0.734

=====

(9)
The following is a quantum chemistry calculation of 2 unconnected molecules or ions with the total composition C5H10N2O2S, from the OMol25 dataset.

Summary:
max |F| = 0.0778 hartree/bohr
electronic energy = -23250.853 eV
total charge = 0
ΔE to the lowest compared entry with this formula, charge and spin = 561.3 kJ/mol

Cartesian coordinates (Å):
C 1.58 1.04 1.36
C 0.63 0.33 -1.07
C -0.33 0.65 -0.02
C 0.60 -0.92 -1.87
C -1.01 -1.62 1.27
N 0.20 1.26 1.02
N -1.68 0.79 -0.34
O -2.38 1.43 0.48
O -2.13 0.35 -1.39
S 2.32 0.67 -0.29
H 2.14 1.84 1.71
H 1.54 0.18 2.07
H 0.42 1.19 -1.69
H 0.81 -1.86 -1.23
H 1.38 -0.97 -2.77
H -0.47 -1.07 -2.39
H -1.78 -1.04 1.78
H 0.03 -1.94 1.45
H -1.35 -2.01 0.30
H -0.52 1.72 1.64

Here are the Mulliken charges for atoms 1 to 6, given in e: -0.465, 0.408, -0.494, -1.101, -0.923, -0.129

=====

(10)
The following is a quantum chemistry calculation of a single C5H10N2O3 molecule, from the OMol25 dataset.

Summary:
max |F| = 0.0655 hartree/bohr
electronic energy = -14469.538 eV
total charge = 0
ΔE to the lowest compared entry with this formula, charge and spin = 155.7 kJ/mol
structure (SMILES) = NC(=O)CC[C@H](N)C(=O)O

Cartesian coordinates (Å):
C -1.20 -0.23 0.44
C -2.67 -0.27 -0.01
C -0.33 0.55 -0.51
C 1.08 0.83 0.01
C 2.00 -0.28 -0.23
H -1.43 -2.16 0.59
H -0.24 -1.85 -0.28
H -1.35 0.47 1.38
H -0.78 1.48 -0.86
H -0.34 -0.22 -1.31
H 1.60 1.62 -0.64
H 1.14 0.97 1.10
H 4.00 -0.55 0.06
H 3.35 0.94 0.71
H -2.47 1.72 -0.25
N -0.65 -1.50 0.65
N 3.16 -0.06 0.43
O -3.32 -1.24 -0.24
O 1.66 -1.25 -0.92
O -3.21 1.00 -0.12

Here are the Mulliken charges for atoms 1 to 6, given in e: 0.126, 0.466, -1.188, -0.708, 0.564, 0.359

=====

(11)
The following is a quantum chemistry calculation of a single C5H10N2O3 molecule, from the OMol25 dataset.

Summary:
max |F| = 0.0154 hartree/bohr
electronic energy = -14470.817 eV
total charge = 0
ΔE to the lowest compared entry with this formula, charge and spin = 32.3 kJ/mol
structure (SMILES) = C[C@H](NC(=O)CN)C(=O)O

Cartesian coordinates (Å):
C -2.35 -0.97 0.21
C -1.19 -0.04 -0.16
C 1.23 0.26 -0.24
C 2.42 -0.71 -0.24
C 1.47 1.43 0.73
H -3.75 0.44 0.06
H -3.64 -0.47 -1.27
H -2.14 -1.97 -0.21
H -2.36 -1.06 1.31
H 0.22 -1.45 0.43
H 1.10 0.67 -1.27
H 1.65 1.07 1.76
H 2.32 2.03 0.43
H 0.58 2.07 0.69
H 3.48 0.71 -0.93
N -3.64 -0.52 -0.25
N 0.06 -0.50 0.12
O -1.38 1.07 -0.66
O 2.34 -1.84 0.14
O 3.58 -0.19 -0.66

Here are the Mulliken charges for atoms 1 to 6, given in e: -0.740, 0.610, 0.042, 0.679, -1.329, 0.285

=====

(12)
The following is a quantum chemistry calculation of a molecular structure, C5H10N2O3S2, from the OMol25 dataset.

Summary:
max |F| = 0.0255 hartree/bohr
electronic energy = -36136.119 eV
total charge = 0
ΔE to the lowest compared entry with this formula, charge and spin = 423.6 kJ/mol

Cartesian coordinates (Å):
C 1.25 1.57 -0.27
C 3.25 0.37 0.54
C -2.37 -1.52 0.31
C -2.42 1.06 -0.96
C 1.73 0.50 0.54
N 0.87 2.41 -0.94
N -0.83 0.66 1.36
O -0.30 -0.51 -0.95
O 1.89 -1.53 -1.17
O 0.58 -1.91 0.86
S -1.46 0.06 0.23
S 1.00 -1.02 -0.18
H 3.59 0.10 -0.46
H 3.71 1.30 0.84
H 3.54 -0.42 1.23
H -3.19 -1.43 1.01
H -2.72 -1.72 -0.69
H -1.65 -2.26 0.65
H -2.39 0.54 -1.90
H -3.43 1.15 -0.58
H -1.95 2.03 -1.03
H 1.30 0.58 1.54

Here are the Mulliken charges for atoms 1 to 6, given in e: 0.428, -1.492, -0.925, -1.003, 0.139, -0.533

=====

(13)
The following is a quantum chemistry calculation of a single C5H10N2O4 molecule, from the OMol25 dataset.

Summary:
max |F| = 0.1133 hartree/bohr
electronic energy = -16515.630 eV
total charge = 0
ΔE to the lowest compared entry with this formula, charge and spin = 239.7 kJ/mol
structure (SMILES) = NCC(=O)N[C@@H](CO)C(=O)O

Cartesian coordinates (Å):
C 2.78 -0.73 0.19
C 1.23 -0.97 0.05
C -0.86 0.59 -0.40
C -1.65 1.25 0.68
C -1.83 -0.59 -0.99
H 3.89 0.86 1.19
H 3.72 0.98 -0.39
H 3.05 -1.25 1.10
H 3.32 -1.26 -0.70
H 1.11 1.09 0.25
H -0.85 1.42 -1.10
H -2.87 -0.33 -1.03
H -1.96 -1.39 -0.15
H -0.80 -2.15 -1.62
H -0.09 1.03 1.92
N 3.30 0.60 0.45
N 0.55 0.22 -0.02
O 0.86 -2.06 -0.18
O -2.86 1.48 0.39
O -1.26 -1.25 -2.09
O -0.93 1.58 1.91

Here are the Mulliken charges for atoms 1 to 6, given in e: -0.303, 0.212, 0.505, 0.310, -0.870, 0.189

=====

(14)
The following is a quantum chemistry calculation of a single C5H10N2S molecule, from the OMol25 dataset.

Summary:
max |F| = 0.0575 hartree/bohr
electronic energy = -19161.611 eV
total charge = 0
ΔE to the lowest compared entry with this formula, charge and spin = 124.9 kJ/mol
structure (SMILES) = [H]/N=C(/NC(=C)C)SC

Cartesian coordinates (Å):
C 0.29 1.86 1.35
C -1.55 -0.23 0.73
C 0.46 -0.77 -0.69
C 0.95 -0.60 -2.10
C 1.21 -1.33 0.24
H -0.23 2.46 0.60
H 0.56 2.51 2.18
H 1.23 1.43 1.04
H -3.24 -0.26 1.55
H -1.54 -0.36 -1.18
H 1.94 -0.87 -2.31
H 0.28 -1.17 -2.75
H 0.81 0.49 -2.29
H 0.96 -1.65 1.27
H 2.30 -1.41 -0.01
N -2.78 -0.57 0.70
N -0.80 -0.19 -0.48
S -0.83 0.64 2.13

Here are the Mulliken charges for atoms 1 to 6, given in e: -0.797, 0.301, 0.739, -1.360, -0.912, 0.280